1.
# C15H17N3O3

An isolated molecule of C15H17N3O3 (ωB97M-V/def2-TZVPD, the Open Molecules 2025 dataset).

The geometry in XYZ format:
```
38
C15H17N3O3 (ωB97M-V/def2-TZVPD)
O -1.226 4.238 0.751
O -2.334 -0.244 0.887
O 3.730 -1.388 0.373
N -1.434 2.097 0.073
N 0.665 3.133 0.204
N 1.897 -0.201 1.097
C -1.556 -0.287 -0.235
C -0.286 1.045 -1.802
C -1.195 -1.427 -0.936
C 3.451 0.818 -0.405
C -0.700 3.211 0.375
C -1.072 0.964 -0.663
C -2.955 -1.423 1.357
C -0.373 -1.332 -2.048
C 3.222 -2.448 1.158
C -4.169 -1.822 0.524
C 1.484 2.003 0.280
C 1.168 0.901 1.065
C 2.999 -0.259 0.368
C 2.679 1.956 -0.446
C 0.073 -0.102 -2.489
H 3.162 -2.157 2.209
H -4.894 -1.012 0.515
H -0.090 -2.232 -2.573
H -3.268 -1.174 2.374
H -2.363 2.084 0.472
H -3.884 -2.037 -0.503
H -4.634 -2.705 0.954
H 2.985 2.808 -1.036
H 2.224 -2.733 0.818
H 3.918 -3.275 1.032
H -2.230 -2.244 1.412
H 0.696 -0.029 -3.366
H 0.047 2.013 -2.144
H -1.532 -2.400 -0.618
H 4.376 0.731 -0.950
H 0.294 0.895 1.702
H 1.126 4.033 0.215
```

Its SMILES is CCOc1ccccc1NC(=O)Nc1ccc(OC)nc1. The calculation puts the frontier orbital gap at 8.82 eV.

Atomic partial charges in e from the natural (NBO) method, atoms 1 to 6: -0.633 -0.508 -0.491 -0.651 -0.643 -0.484


2.
# C15H17N4O16P4ScSe

A structure of composition C15H17N4O16P4ScSe in a non-equilibrium geometry (ωB97M-V/def2-TZVPD, the Open Molecules 2025 dataset).

The geometry in XYZ format:
```
58
C15H17N4O16P4ScSe (ωB97M-V/def2-TZVPD)
Se 0.138 2.569 3.127
Sc 0.427 0.205 0.008
P -1.439 3.127 -0.647
P 2.393 -2.582 -0.040
P 1.637 3.181 -0.926
P 3.618 -0.100 0.735
O 1.574 1.772 -1.433
O -1.943 2.891 -2.189
O 2.207 3.268 0.523
O 1.235 -1.678 -0.447
O 0.066 4.613 -2.415
O 4.779 0.329 1.516
O 2.612 4.109 -1.778
O -0.908 1.789 -0.185
O 2.267 0.618 0.991
O -2.425 3.883 0.131
O 1.795 -3.639 1.017
O 3.847 0.038 -0.852
O 3.193 -3.273 -1.054
O -3.515 -0.021 -1.431
O -3.291 -2.153 0.657
O 3.316 -1.662 0.943
N -1.064 1.233 5.512
N -1.641 -0.823 -0.284
N -0.157 -0.158 -2.332
N -0.267 -0.866 1.963
C -2.245 -1.525 0.703
C -1.997 -0.227 -3.845
C 0.134 5.337 -0.104
C 0.236 -0.111 -4.677
C -0.601 1.768 4.589
C -2.345 -0.362 -1.347
C -1.129 -0.167 -4.919
C 0.074 4.140 -1.044
C 0.679 -0.100 -3.365
C -1.083 -2.214 4.228
C -1.416 -1.549 1.968
C 0.487 -0.850 3.066
C 0.111 -1.515 4.220
C -1.461 -0.231 -2.566
C -1.860 -2.237 3.082
H -3.071 -0.277 -3.958
H -1.414 -2.719 5.126
H -0.747 5.952 -0.277
H 1.040 5.922 -0.277
H 0.733 -1.445 5.099
H 1.057 -3.242 1.497
H 2.077 4.510 -2.485
H 0.117 5.003 0.934
H -2.715 2.306 -2.211
H 3.203 0.661 -1.227
H 1.390 -0.258 3.015
H 1.733 -0.058 -3.128
H 2.295 2.372 0.955
H -1.507 -0.171 -5.934
H -2.807 -2.753 3.017
H -0.610 4.099 -2.881
H 0.954 -0.075 -5.486
```

As for the net charge: -2. The calculation puts the frontier orbital gap at 6.14 eV.

Atomic partial charges in e from the natural (NBO) method, atoms 1 to 6: -0.395 1.792 2.400 2.579 2.406 2.586


3.
# C15H17N4O5S3V

A structure of composition C15H17N4O5S3V (ωB97M-V/def2-TZVPD, the Open Molecules 2025 dataset).

The geometry in XYZ format:
```
45
C15H17N4O5S3V (ωB97M-V/def2-TZVPD)
V -1.025 -1.235 -1.920
S -1.367 -1.087 -4.349
S -1.247 -3.112 -0.660
S -2.949 1.413 -1.300
O -1.509 -1.333 -5.750
O -2.249 0.091 -1.071
O -1.186 0.341 -3.953
O -2.490 -1.584 -3.476
O -0.174 -1.766 -3.687
N 1.098 -3.206 2.476
N 0.119 -3.559 1.539
N 0.809 -1.653 0.389
N 0.546 -0.905 -0.668
C -1.699 2.549 -1.878
C 1.307 0.270 -0.736
C -0.158 -0.115 4.087
C 2.100 2.127 -2.059
C 1.931 0.825 0.389
C -3.898 1.235 -2.799
C -0.076 -1.174 3.197
C 1.843 -1.986 4.396
C 2.708 2.685 -0.942
C 2.620 2.021 0.277
C 1.744 -0.925 5.278
C 1.407 0.929 -1.964
C 0.009 -2.740 0.524
C 0.745 0.029 5.132
C 0.938 -2.129 3.335
H 1.851 0.312 1.338
H -1.250 2.149 -2.786
H 2.640 -2.713 4.507
H -3.225 0.997 -3.621
H -0.957 2.630 -1.085
H -4.437 2.171 -2.955
H 3.090 2.442 1.158
H 2.463 -0.839 6.084
H 1.394 -4.039 2.957
H 0.673 0.864 5.816
H 2.171 2.619 -3.022
H -4.598 0.420 -2.628
H -0.795 -1.267 2.397
H 3.250 3.619 -1.020
H 0.956 0.502 -2.852
H -2.173 3.516 -2.049
H -0.951 0.613 3.956
```

The expectation value of S² is 3.7916. As for the net charge: -1. Its spin multiplicity is 4. The calculation puts the frontier orbital gap (alpha / beta) at 5.95 / 6.68 eV.

Atomic partial charges in e from the natural (NBO) method, atoms 1 to 6: 1.245 2.539 -0.148 1.281 -0.952 -0.954


4.
# C15H17N6OSSe4Tc

A structure of composition C15H17N6OSSe4Tc in a non-equilibrium geometry (ωB97M-V/def2-TZVPD, the Open Molecules 2025 dataset).

The geometry in XYZ format:
```
45
C15H17N6OSSe4Tc (ωB97M-V/def2-TZVPD)
Tc 0.430 -0.619 -0.267
Se -0.847 -3.362 -2.642
Se -0.598 -4.326 -0.624
Se 0.506 -2.850 0.700
Se 0.416 -1.397 -2.568
S -1.886 -0.480 -0.048
O -1.442 1.405 -2.980
N 0.323 0.153 1.718
N 0.665 1.426 -0.888
N -0.848 0.417 2.333
N -3.099 0.319 2.138
N 2.535 -0.490 0.385
N 0.416 3.621 -0.788
C 2.665 0.026 1.629
C 1.257 3.391 -1.856
C 5.048 -0.079 1.464
C 0.105 2.430 -0.249
C 2.827 2.280 -3.794
C -1.892 0.119 1.589
C 3.623 -0.793 -0.311
C -1.776 2.658 -3.559
C 1.410 2.000 -1.914
C 1.436 0.340 2.339
C 4.901 -0.599 0.188
C 1.872 4.253 -2.756
C 2.215 1.429 -2.898
C 3.917 0.236 2.201
C 2.658 3.670 -3.726
H 3.452 1.867 -4.574
H 3.158 4.296 -4.452
H 5.756 -0.866 -0.415
H 1.449 0.694 3.363
H -3.943 0.113 1.637
H 0.087 4.508 -0.448
H -0.561 2.323 0.591
H 3.995 0.637 3.201
H -1.398 3.431 -2.891
H -2.856 2.791 -3.658
H -1.864 0.710 -3.493
H 3.452 -1.226 -1.289
H 1.742 5.325 -2.704
H 2.360 0.361 -2.971
H -1.306 2.794 -4.538
H -3.149 0.638 3.091
H 6.030 0.076 1.888
```

The expectation value of S² is 0.9660. As for the net charge: +1. Its spin multiplicity is 2. The calculation puts the frontier orbital gap (alpha / beta) at 5.16 / 5.18 eV.

Atomic partial charges in e from the natural (NBO) method, atoms 1 to 6: 0.107 0.101 0.089 0.153 0.070 0.034


5.
# C15H17NO12P2S2Zn

A structure of composition C15H17NO12P2S2Zn (ωB97M-V/def2-TZVPD, the Open Molecules 2025 dataset).

The geometry in XYZ format:
```
50
C15H17NO12P2S2Zn (ωB97M-V/def2-TZVPD)
Zn 0.511 -0.125 0.023
S -5.139 -1.301 -5.227
S 2.691 0.129 -0.577
P -0.609 -3.029 -0.179
P 0.649 -2.338 2.329
O -1.897 -3.728 -0.832
O 1.925 -3.153 1.891
O -5.432 -2.587 -4.600
O -4.669 -1.401 -6.607
O -6.186 -0.301 -5.027
O 0.679 -0.887 2.007
O 0.262 3.827 0.757
O -0.707 -1.552 -0.452
O -0.607 -4.656 1.978
O 0.091 1.629 0.631
O 0.623 -3.802 -0.510
O 0.633 -2.530 3.921
N -0.569 0.922 -2.035
C 2.897 3.763 1.330
C -2.529 -0.384 -4.909
C 4.262 3.905 1.471
C 0.781 2.713 0.687
C -2.856 0.128 -2.205
C -3.739 -0.656 -4.300
C -0.792 -3.281 1.660
C 3.144 1.612 0.260
C -3.901 -0.398 -2.946
C 4.534 1.780 0.403
C 5.090 2.894 0.994
C 2.304 2.639 0.742
C -1.633 0.416 -2.815
C -2.104 -2.775 2.214
C -1.478 0.151 -4.172
H -2.221 -1.715 1.987
H -0.064 -5.037 1.272
H 5.170 0.988 0.026
H -2.433 -0.590 -5.968
H 1.824 -3.429 0.941
H -2.920 -3.333 1.754
H -2.137 -2.923 3.295
H -4.860 -0.613 -2.492
H -0.879 1.575 -1.323
H 0.777 -1.658 4.319
H -0.527 0.363 -4.650
H -2.498 -3.061 -1.204
H 4.678 4.790 1.937
H 2.225 4.540 1.668
H -2.965 0.327 -1.144
H 0.173 1.329 -2.585
H 6.168 2.979 1.083
```

As for the net charge: -2. The calculation puts the frontier orbital gap at 6.98 eV.

Atomic partial charges in e from the natural (NBO) method, atoms 1 to 6: 1.655 2.409 -0.538 2.378 2.347 -0.997


6.
# C15H18

A cluster of 2 separate species, C15H18 in total in a non-equilibrium geometry (ωB97M-V/def2-TZVPD, the Open Molecules 2025 dataset).

The geometry in XYZ format:
```
33
C15H18 (ωB97M-V/def2-TZVPD)
C -0.127 -2.928 2.342
C 1.836 -0.195 -2.895
C 0.482 -0.094 -2.603
C 0.678 2.249 -2.139
C -0.309 0.798 2.869
C 2.617 0.940 -2.675
C -1.739 -1.086 1.622
C 2.058 2.173 -2.378
C -0.573 -1.458 2.310
C -0.122 1.098 -2.293
C -0.030 3.584 -2.123
C -2.090 0.244 1.364
C -0.635 -3.904 1.282
C 0.112 -0.535 3.071
C -1.380 1.201 2.126
H -1.497 2.284 2.117
H -3.096 0.408 1.058
H 3.653 0.758 -2.936
H -1.182 1.198 -2.196
H 0.833 -0.689 3.875
H -2.423 -1.839 1.279
H -1.072 3.353 -2.248
H 0.173 4.178 -1.209
H -1.497 -3.419 0.811
H 0.381 1.568 3.239
H 0.223 4.262 -2.957
H 2.269 -1.156 -3.153
H -0.799 -4.950 1.509
H 0.924 -2.785 2.178
H 0.134 -3.991 0.498
H -0.321 -3.370 3.355
H 2.675 3.064 -2.312
H -0.157 -0.960 -2.786
```

Its SMILES is CCc1ccccc1.Cc1ccccc1. The calculation puts the frontier orbital gap at 9.80 eV.

Atomic partial charges in e from the natural (NBO) method, atoms 1 to 6: -0.431 -0.224 -0.198 0.009 -0.201 -0.202


Energy relative to the best compared isomer or geometry (same formula, charge and spin) (computed, kcal per mole): 57.6, 29.8, 0.0, 14.4, 7.7, 30.6